Record 1
Molecular formula: C15H16MgN2O5S2
Method: DFT, ωB97M-V with the def2-TZVPD basis set

```
41
C15H16MgN2O5S2 (ωB97M-V with the def2-TZVPD basis set)
Mg 0.767 -0.817 0.701
S 1.609 -1.240 3.737
C 2.965 -1.214 2.684
C 4.309 -1.352 3.142
C 5.360 -1.345 2.269
C 5.132 -1.197 0.894
C 3.823 -1.062 0.499
N 2.776 -1.067 1.338
H 4.461 -1.470 4.207
H 6.373 -1.458 2.644
H 5.934 -1.183 0.168
H 3.559 -0.933 -0.547
C -5.118 2.304 -0.369
C -3.804 1.733 -0.838
C -3.035 2.384 -1.796
C -1.810 1.871 -2.201
C -1.327 0.693 -1.645
C -2.092 0.024 -0.701
C -3.317 0.543 -0.308
S 0.273 0.107 -2.224
O 1.179 1.216 -2.040
O -0.046 -0.262 -3.597
N 0.756 -1.107 -1.356
C 0.063 -2.400 -1.624
C -0.252 -3.212 -0.342
O -0.608 -4.379 -0.501
O -0.140 -2.590 0.773
H -5.336 3.250 -0.868
H -5.106 2.491 0.708
H -5.948 1.621 -0.569
H -3.395 3.314 -2.227
H -1.213 2.389 -2.940
H -1.748 -0.905 -0.262
H -3.893 0.016 0.446
H 0.667 -3.040 -2.268
H -0.888 -2.264 -2.148
C -0.189 2.117 1.433
O 0.235 0.863 1.145
H -0.337 2.744 0.531
H 0.517 2.678 2.078
H -1.158 2.139 1.973
```

The relative energy (zero: lowest compared OMol25 entry of this formula, charge and spin) is 0.0 kcal per mole. As for the charge: -2.

Here are the Mulliken charges for atoms 1 to 6, given in e:
1 Mg 0.850
2 S -0.498
3 C 0.340
4 C -0.820
5 C 0.047
6 C -0.924

Record 2
Molecular formula: C39H43N4RuSi
Method: DFT, ωB97M-V with the def2-TZVPD basis set

```
88
C39H43N4RuSi (ωB97M-V with the def2-TZVPD basis set)
Ru 0.462 0.227 0.154
C 3.202 6.673 -0.742
C 1.693 6.411 -0.727
C 1.073 6.914 -2.048
C 1.060 7.159 0.453
C 1.394 4.928 -0.654
C 2.300 3.959 -1.100
C 1.981 2.627 -1.019
N 0.812 2.165 -0.531
C -0.097 3.095 -0.141
C 0.168 4.446 -0.186
C -1.368 2.536 0.361
C -2.540 3.252 0.494
C -3.693 2.637 0.993
C -3.583 1.282 1.331
C -2.391 0.616 1.167
N -1.308 1.227 0.666
C -5.013 3.370 1.131
C -4.833 4.886 1.035
C -5.913 2.888 -0.023
C -5.669 3.021 2.476
H 3.378 7.744 -0.664
H 3.671 6.343 -1.670
H 3.707 6.194 0.100
H 1.296 7.974 -2.162
H -0.012 6.795 -2.052
H 1.485 6.387 -2.910
H 1.339 8.210 0.394
H 1.414 6.775 1.411
H -0.029 7.125 0.439
H 3.261 4.239 -1.506
H 2.669 1.882 -1.409
H -0.585 5.134 0.168
H -2.559 4.294 0.213
H -4.428 0.740 1.730
H -2.284 -0.427 1.436
H -4.504 5.201 0.042
H -4.131 5.263 1.782
H -5.792 5.370 1.216
H -5.471 3.113 -0.995
H -6.874 3.400 0.035
H -6.102 1.815 0.036
H -5.000 3.217 3.316
H -5.995 1.982 2.524
H -6.557 3.637 2.609
N -0.397 -0.356 -1.842
C -0.268 -1.796 -1.994
C -0.389 -2.455 -3.181
C -0.274 -3.863 -3.226
C -0.070 -4.578 -2.083
C 0.059 -3.915 -0.836
C 0.265 -4.594 0.381
C 0.392 -3.884 1.550
C 0.352 -2.494 1.507
N 0.155 -1.807 0.376
C -0.021 -2.509 -0.801
H -0.113 0.152 -2.675
H -1.386 -0.135 -1.710
H -0.587 -1.906 -4.094
H -0.373 -4.369 -4.176
H -0.004 -5.658 -2.111
H 0.321 -5.676 0.384
H 0.538 -4.378 2.500
H 0.475 -1.910 2.409
C 4.610 -2.782 -2.724
C 4.910 -2.954 -1.376
C 4.337 -2.124 -0.429
C 3.449 -1.110 -0.832
C 3.132 -0.969 -2.194
C 3.725 -1.790 -3.135
Si 2.771 -0.007 0.446
C 3.835 0.658 1.726
C 3.302 1.257 2.885
C 4.143 1.749 3.861
C 5.523 1.665 3.691
C 6.070 1.093 2.546
C 5.237 0.591 1.567
H 5.076 -3.423 -3.461
H 5.601 -3.727 -1.068
H 4.586 -2.259 0.617
H 2.448 -0.195 -2.524
H 3.510 -1.660 -4.187
H 0.801 0.413 1.690
H 2.229 1.325 3.020
H 3.735 2.198 4.757
H 6.180 2.052 4.459
H 7.143 1.042 2.425
H 5.667 0.154 0.674
```

The relative energy (zero: lowest compared OMol25 entry of this formula, charge and spin) is 40.1 kcal per mole. As for the charge: +3.

Here are the Mulliken charges for atoms 1 to 6, given in e:
1 Ru -0.342
2 C -1.819
3 C 1.940
4 C -1.558
5 C -1.711
6 C 0.537

Record 3
Molecular formula: C16H48MnO8S8
Method: DFT, ωB97M-V with the def2-TZVPD basis set

```
81
C16H48MnO8S8 (ωB97M-V with the def2-TZVPD basis set)
Mn -15.910 -2.189 8.261
C -13.041 2.660 11.166
S -12.138 1.305 11.685
O -11.675 0.661 10.465
C -10.868 2.252 12.413
H -13.484 3.343 11.949
H -13.817 2.295 10.498
H -12.455 3.191 10.361
H -10.191 1.584 12.944
H -11.324 2.947 13.131
H -10.362 2.792 11.666
C -12.633 -1.961 11.805
S -13.416 -2.775 10.434
O -14.560 -2.035 9.993
C -14.196 -4.082 11.312
H -13.396 -1.423 12.293
H -11.792 -1.359 11.402
H -12.299 -2.705 12.548
H -14.906 -4.594 10.698
H -14.736 -3.717 12.176
H -13.515 -4.932 11.723
C -11.307 -8.883 11.143
S -11.346 -7.263 10.448
O -12.826 -6.856 10.381
C -10.833 -6.416 11.883
H -10.236 -9.262 11.170
H -11.796 -9.606 10.493
H -11.725 -8.721 12.117
H -9.922 -6.866 12.232
H -11.619 -6.585 12.643
H -10.862 -5.305 11.589
C -17.611 -5.994 9.567
S -17.743 -4.500 10.675
O -17.547 -3.235 9.811
C -19.542 -4.543 11.032
H -18.455 -5.985 8.857
H -17.779 -6.884 10.152
H -16.599 -5.882 9.245
H -19.862 -3.665 11.647
H -19.733 -5.446 11.651
H -20.200 -4.592 10.090
C -12.097 -0.229 7.620
S -12.832 -1.815 7.222
O -14.286 -1.494 7.020
C -12.312 -2.022 5.449
H -12.230 0.033 8.696
H -12.531 0.508 6.931
H -11.022 -0.190 7.551
H -12.747 -2.980 5.190
H -11.204 -1.960 5.359
H -12.848 -1.282 4.790
C -17.766 1.742 9.739
S -16.204 0.890 9.254
O -16.670 -0.219 8.332
C -15.568 2.088 8.117
H -17.671 2.804 10.064
H -18.332 1.126 10.430
H -18.368 1.700 8.843
H -16.361 2.409 7.448
H -14.761 1.739 7.507
H -15.263 2.978 8.644
C -18.467 -1.563 5.192
S -18.678 -2.900 6.317
O -17.271 -3.197 6.867
C -19.410 -1.964 7.661
H -17.990 -0.791 5.819
H -19.367 -1.250 4.660
H -17.838 -1.915 4.406
H -18.538 -1.474 8.088
H -19.783 -2.711 8.365
H -20.243 -1.443 7.258
C -15.466 -6.352 6.553
S -14.446 -4.790 6.922
O -14.943 -4.287 8.277
C -12.938 -5.617 7.300
H -15.450 -6.872 7.553
H -14.842 -6.853 5.860
H -16.455 -6.047 6.247
H -12.918 -5.874 8.361
H -12.126 -4.890 7.219
H -12.693 -6.446 6.662
```

Its spin multiplicity is 6. As for the total energy: -151736.300 eV. As for the charge: +2.

Here are the Mulliken charges for atoms 1 to 6, given in e:
1 Mn 1.991
2 C -0.401
3 S 0.665
4 O -0.667
5 C -1.214
6 H 0.446

Record 4
Molecular formula: C13H10F3N3OPd
Method: DFT, ωB97M-V with the def2-TZVPD basis set

```
31
C13H10F3N3OPd (ωB97M-V with the def2-TZVPD basis set)
Pd 0.002 0.377 -0.226
O -1.287 -0.154 3.754
C -1.198 -0.109 2.555
N 0.016 -0.011 1.881
C 1.259 -0.092 2.547
C 2.402 -0.084 1.565
C 3.720 -0.019 1.984
C 4.729 0.025 1.032
C 4.411 -0.035 -0.317
C 3.077 -0.125 -0.672
N 2.111 -0.142 0.254
C -2.366 -0.114 1.606
C -3.659 -0.029 2.094
C -4.700 0.034 1.176
C -4.431 -0.024 -0.182
C -3.110 -0.141 -0.598
N -2.116 -0.180 0.290
H 1.292 -0.977 3.203
H 1.361 0.753 3.252
H 3.947 -0.001 3.042
H 5.761 0.120 1.344
H 5.172 0.001 -1.083
H 2.779 -0.190 -1.710
H -3.814 -0.002 3.164
H -5.720 0.138 1.521
H -5.220 0.021 -0.919
H -2.862 -0.223 -1.648
F -1.013 2.661 0.553
C -0.017 2.441 -0.281
F -0.145 3.134 -1.341
F 1.127 2.688 0.317
```

The relative energy (zero: lowest compared OMol25 entry of this formula, charge and spin) is 14.8 kcal per mole. As for the charge: +2.

Here are the Mulliken charges for atoms 1 to 6, given in e:
1 Pd 0.078
2 O -0.487
3 C -0.019
4 N 0.208
5 C -0.342
6 C 0.293